Record 1
The following is a quantum chemistry calculation of C16H30O3RuSi2 as an isolated structure in a non-equilibrium geometry, from the Open Molecules 2025 dataset.

Output
- HOMO level (alpha / beta) (eV) = -11.607 / -11.353
- lowest unoccupied orbital energy (alpha / beta) (eV) = -4.4 / -3.6
- spin multiplicity = 2
- net charge = +1

CARTESIAN COORDINATES (ANGSTROEM)
Ru -0.13149 0.12652 0.33615
C -2.70048 2.62926 0.51189
O -2.35588 1.28683 0.85688
C -3.01571 0.86338 2.04037
C -2.62281 -0.56697 2.32014
O -1.21019 -0.78260 2.26108
C -0.43203 -0.43616 3.40827
C 0.05800 0.99308 3.39580
O 0.75675 1.21367 2.17684
C 1.34862 2.51411 2.08934
H -3.77905 2.71949 0.36987
H -2.19090 2.87466 -0.41507
H -2.38153 3.32101 1.29576
H -4.10045 0.91074 1.90115
H -2.75874 1.53206 2.86699
H -3.04021 -1.21817 1.55341
H -3.01126 -0.87959 3.29163
H 0.42698 -1.10692 3.38697
H -0.99644 -0.62428 4.32472
H 0.73564 1.13284 4.24369
H -0.75484 1.71777 3.48634
H 2.18158 2.59163 2.78866
H 0.60862 3.28480 2.31519
H 1.71016 2.64384 1.07413
C 1.29725 -3.38160 0.66702
Si 1.48920 -1.62692 0.11775
C 3.04668 -0.89036 0.83672
C 1.57249 -1.50510 -1.76413
C 2.53224 -2.32944 -2.37197
C 2.70739 -2.35240 -3.74674
C 1.91754 -1.54449 -4.55188
C 0.97579 -0.70886 -3.97285
C 0.78029 -0.66788 -2.58352
Si -0.54456 0.53266 -1.98583
C -2.23489 -0.13097 -2.38554
C -0.32290 2.19340 -2.78120
H 2.10239 -3.96204 0.20977
H 0.34484 -3.81027 0.35072
H 1.37978 -3.47837 1.75177
H 3.91079 -1.46061 0.47862
H 3.05914 -0.90788 1.92965
H 3.17240 0.14265 0.50558
H 3.16133 -2.97185 -1.76177
H 3.45369 -2.99991 -4.18867
H 2.03691 -1.56237 -5.62783
H 0.37524 -0.08373 -4.62660
H -2.30464 -0.21620 -3.47522
H -3.04290 0.51811 -2.03979
H -2.38069 -1.12660 -1.96168
H -0.23547 2.04178 -3.85984
H 0.58272 2.69602 -2.43768
H -1.17638 2.85224 -2.60506

Record 2
The following is a quantum chemistry calculation of C27H71LiN6O11 as an isolated structure in a non-equilibrium geometry, from the Open Molecules 2025 dataset.

Output
- HOMO level (eV) = -6.532
- lowest unoccupied orbital energy (eV) = -3.6
- spin multiplicity = 1

CARTESIAN COORDINATES (ANGSTROEM)
Li 3.17688 -7.76678 -6.46973
N 2.06955 -3.35743 -3.23243
O 1.28338 -2.51016 -3.55850
O 1.93641 -4.42714 -3.80148
O 2.87887 -3.33178 -2.31720
C 10.54647 -6.41939 1.20287
C 9.08517 -5.97979 0.99280
C 8.42012 -5.47157 2.25989
O 9.00217 -4.92742 0.09149
H 10.58714 -7.12080 2.03623
H 11.09398 -5.55260 1.57301
H 10.99234 -6.88547 0.32420
H 8.52143 -6.84285 0.63867
H 9.04775 -4.69726 2.70105
H 8.33575 -6.27364 2.99315
H 7.44134 -5.05200 2.02742
H 8.08335 -4.67035 -0.01474
C -5.54876 -3.87101 -6.60776
C -4.95373 -4.11346 -7.96564
C -5.99426 -3.78446 -9.09427
O -7.04493 -4.76770 -9.02682
C -8.04446 -4.44392 -9.93888
N -3.68442 -3.49785 -8.19704
H -5.76814 -2.81041 -6.48486
H -4.91190 -4.07076 -5.74602
H -6.51536 -4.35295 -6.46108
H -4.70612 -5.17405 -7.92177
H -5.51994 -3.82794 -10.07470
H -6.35150 -2.75726 -9.02118
H -7.76601 -4.56881 -10.98529
H -8.44192 -3.42964 -9.97578
H -8.91316 -5.09077 -9.81625
H -3.87916 -2.53065 -7.98100
H -3.13759 -3.75502 -7.38775
C -7.72569 -4.52175 2.01017
C -6.92514 -4.96586 3.25914
C -5.38594 -4.68085 3.13968
O -5.00335 -5.48986 2.03601
C -3.67811 -5.21704 1.58143
N -7.50762 -4.29634 4.40797
H -8.80829 -4.49099 2.13309
H -7.54842 -5.23546 1.20562
H -7.31996 -3.57703 1.64826
H -7.03969 -6.03738 3.42290
H -4.93081 -5.01255 4.07292
H -5.14259 -3.63237 2.96776
H -3.02402 -5.35780 2.44194
H -3.57022 -4.23826 1.11404
H -3.50973 -5.94258 0.78560
H -8.49338 -4.51319 4.37108
H -7.18727 -4.66622 5.29153
C -5.86911 3.74382 -4.26725
C -4.65789 3.31381 -3.42436
C -5.00723 2.56468 -2.10921
O -5.57461 3.48218 -1.17804
C -6.03907 2.95058 0.05474
N -3.87399 2.40027 -4.27833
H -6.76137 4.05570 -3.72440
H -6.17346 2.92030 -4.91324
H -5.51359 4.56228 -4.89322
H -4.01120 4.13299 -3.10995
H -4.11473 2.12125 -1.66773
H -5.73037 1.77261 -2.30364
H -6.17892 3.78745 0.73898
H -5.28337 2.25324 0.41629
H -6.97340 2.42765 -0.14941
H -3.36097 3.00048 -4.90815
H -3.13865 1.91235 -3.78709
C 8.87719 2.97717 -3.81332
O 7.76918 3.76846 -4.21188
C 6.53918 3.65621 -3.49778
C 6.62462 4.06663 -1.98476
N 7.33902 5.33445 -1.76635
C 6.46371 6.45786 -2.05966
C 7.27768 7.74210 -2.26086
O 8.14017 7.73067 -3.44175
C 7.51443 7.50623 -4.67513
H 8.85458 2.73006 -2.75195
H 9.75263 3.62509 -3.85673
H 8.99712 2.05413 -4.38053
H 6.31745 2.58910 -3.51229
H 5.75153 4.16146 -4.05673
H 7.18228 3.23580 -1.55251
H 5.70403 4.05733 -1.40122
H 8.05787 5.47738 -2.46128
H 5.70348 6.53830 -1.28270
H 5.95660 6.32178 -3.01487
H 7.94554 7.88016 -1.41057
H 6.59116 8.58705 -2.20729
H 7.25774 6.45270 -4.78602
H 8.29852 7.67976 -5.41214
H 6.69748 8.20707 -4.84701
C -0.11281 3.06215 13.14620
O 0.20273 2.72898 11.82086
C -0.87724 3.10404 10.95040
C -0.40509 2.89353 9.54265
N -1.49227 3.32114 8.67371
C -1.02418 3.42613 7.26040
C -0.50659 2.01480 6.66966
O 0.86127 1.82791 7.02419
C 1.48130 0.69872 6.50664
H 0.77409 2.90830 13.76086
H -0.89693 2.42137 13.54952
H -0.47724 4.08536 13.23747
H -1.08359 4.16955 11.05143
H -1.81727 2.61759 11.21080
H -0.09211 1.85974 9.39636
H 0.43780 3.58434 9.56350
H -2.20490 2.60566 8.69253
H -0.26788 4.21104 7.25489
H -1.78310 3.76592 6.55566
H -0.46502 2.21098 5.59827
H -1.08405 1.13488 6.95315
H 2.47020 0.65481 6.96298
H 1.57095 0.67921 5.42050
H 0.92013 -0.21614 6.69693

Record 3
The following is a quantum chemistry calculation of C18H20ErF4N2O4S as an isolated structure in a non-equilibrium geometry, from the Open Molecules 2025 dataset.

Output
- HOMO level (alpha / beta) (eV) = -16.069 / -16.068
- lowest unoccupied orbital energy (alpha / beta) (eV) = -11.7 / -12.7
- spin multiplicity = 4
- net charge = +3

CARTESIAN COORDINATES (ANGSTROEM)
C -3.88360 1.40470 -1.81922
C -3.33975 1.78554 -3.21270
O -4.07149 2.24781 -4.03028
O -1.98492 1.59564 -3.54502
C -1.56553 0.25145 -3.43772
C -0.02683 0.12212 -3.39872
C 0.70021 1.25043 -2.60575
C -0.00406 1.68805 -1.29133
C 0.97992 1.77502 -0.04909
C 0.69477 0.73528 0.99317
C 0.32634 -0.56529 0.50389
C 0.04447 -1.62800 1.33115
C -0.38963 -2.96547 0.69238
C 0.77549 -3.98734 0.41116
C 1.97750 -3.44809 -0.35499
O 3.12553 -3.79219 0.02363
O 1.92225 -2.63692 -1.37326
C 0.14928 -1.48460 2.77988
N -0.04891 -2.40692 3.67505
S 0.23882 -1.63862 5.12603
N 0.57281 -0.17612 4.60008
C 0.51858 -0.14778 3.24859
C 0.77537 0.97216 2.44384
C 1.12788 2.39569 2.92525
F 0.21548 3.22189 2.36064
F 2.36981 2.67324 2.45802
C 1.07762 2.68397 4.44338
F 2.04832 2.07155 5.14484
F -0.17106 2.42765 4.91001
H -4.69938 2.06923 -1.52368
H -3.07680 1.37766 -1.06712
H -4.25178 0.36682 -1.91660
H -1.97690 -0.27298 -2.54629
H -1.95554 -0.30163 -4.31259
H 0.32545 0.19477 -4.44184
H 0.28922 -0.87080 -3.01166
H 0.79004 2.12421 -3.27036
H 1.74487 0.91115 -2.44923
H -0.89649 1.09660 -1.04080
H -0.36184 2.71843 -1.44195
H 1.98046 1.51885 -0.46505
H 1.06640 2.79922 0.32437
H 0.24135 -0.71304 -0.57303
H -1.01079 -2.75832 -0.19704
H -1.05764 -3.44734 1.42687
H 1.16151 -4.29785 1.39442
H 0.33509 -4.82908 -0.15238
H 1.05023 -2.67143 -1.82017
H 1.22046 3.77418 4.57168
Er 4.92741 -3.21353 -0.44047

Record 4
The following is a quantum chemistry calculation of the molecule C4H5NO2, from the Open Molecules 2025 dataset.

Output
- HOMO level (eV) = -9.736
- SMILES = COc1ccon1
- lowest unoccupied orbital energy (eV) = 1.0
- spin multiplicity = 1

CARTESIAN COORDINATES (ANGSTROEM)
C -0.52063 -2.02776 -0.58887
O -0.14005 -0.73932 -1.05287
C -0.00197 0.18866 -0.10415
C 0.69096 1.40565 -0.34048
C 0.46598 2.09349 0.80143
O -0.22464 1.34339 1.67275
N -0.51125 0.11419 1.10019
H 0.33595 -2.48464 -0.08136
H -1.37088 -1.96515 0.09742
H -0.78368 -2.59950 -1.47917
H 1.37607 1.56780 -1.15337
H 0.68412 3.10318 1.12849

Record 5
The following is a quantum chemistry calculation of C6H10O2 as an isolated structure in a non-equilibrium geometry, from the Open Molecules 2025 dataset.

Output
- HOMO level (eV) = -8.883
- lowest unoccupied orbital energy (eV) = 0.6
- spin multiplicity = 1

CARTESIAN COORDINATES (ANGSTROEM)
C 0.23721 -2.41916 1.70967
C 1.03373 -1.50161 -0.26539
C 0.23444 -0.26285 -0.23002
C 0.78187 0.90933 0.04526
C -0.77939 2.69471 -0.69835
C -1.34277 2.57803 -1.89479
H 0.30085 -3.75160 2.03419
H -1.17820 -1.83436 1.64853
H 1.01528 -1.59737 2.33331
H 1.81792 -1.54463 0.59767
H 1.41173 -1.69619 -1.40576
H -1.02420 -0.53396 -0.16751
H 1.88708 0.90422 0.49880
H -0.99391 3.65312 0.02243
H -1.70331 1.51500 -3.00586
H -2.33782 3.46023 -1.66741
O 0.49347 -2.66838 0.27798
O 0.14603 2.09547 0.16725

Record 6
The following is a quantum chemistry calculation of a 2-piece molecular cluster, C2H9N3O overall in a non-equilibrium geometry, from the Open Molecules 2025 dataset.

Output
- HOMO level (eV) = -8.207
- SMILES = [H]/N=C(/N)NC.O
- lowest unoccupied orbital energy (eV) = 0.6
- spin multiplicity = 1

CARTESIAN COORDINATES (ANGSTROEM)
H 1.17464 -0.32364 1.59726
N 0.60928 -0.91055 1.00357
C 0.42646 -0.27498 -0.13597
N 1.35064 -0.42993 -1.13904
N -0.47980 0.70831 -0.37851
C -0.09273 2.00925 -0.98739
H 1.04154 -0.35869 -2.08819
H 2.04638 -1.10652 -0.90537
H -1.23639 0.68346 0.28184
H -0.63670 2.75857 -0.42094
H -0.27350 1.93117 -2.05475
H 0.96554 2.16841 -0.78539
O -1.75952 -2.59894 2.23317
H -2.25564 -1.86047 1.88424
H -0.88020 -2.39542 1.89546